No. 1
{"formula": "C12H34BiClIN3P2", "method": "ωB97M-V with the def2-TZVPD basis set", "elements": ["C", "I", "H", "H", "H", "Bi", "P", "C", "C", "H", "H", "H", "H", "H", "H", "C", "H", "H", "H", "P", "C", "C", "H", "H", "H", "C", "H", "H", "H", "H", "H", "H", "Cl", "C", "N", "C", "C", "N", "N", "C", "C", "H", "H", "H", "H", "H", "H", "H", "H", "H", "H", "H", "H", "H"], "xyz": [[-3.60604, -4.36806, -1.54598], [-4.04155, -5.44489, 0.08902], [-3.82729, -4.93805, -2.44539], [-2.55202, -4.06240, -1.52599], [-4.22589, -3.46616, -1.49235], [-0.70251, -0.19133, 0.20946], [0.21185, -2.90810, 0.80172], [1.95944, -2.95880, 1.33366], [-0.65454, -3.55350, 2.30478], [-0.10507, -4.40876, 2.71699], [0.66324, -5.20309, 0.17222], [-1.67251, -3.84285, 2.02771], [-0.93813, -4.67062, -0.45371], [2.14487, -2.16770, 2.06664], [-0.70529, -2.74291, 3.04064], [0.10213, -4.37368, -0.29127], [2.18309, -3.93616, 1.77964], [0.56766, -4.13915, -1.25798], [2.61017, -2.79227, 0.46106], [-2.74386, 1.53841, -0.70053], [-2.49871, 3.28398, -1.19142], [-3.49687, 0.84269, -2.21364], [-4.77798, 0.72823, 0.38585], [-4.89102, 2.48907, -0.02202], [-3.92140, 1.93973, 1.38756], [-4.23859, 1.68826, 0.36549], [-3.73939, -0.21606, -2.04414], [-4.41530, 1.39564, -2.46449], [-3.46522, 3.73910, -1.44617], [-1.83140, 3.32826, -2.05343], [-2.77712, 0.93448, -3.03760], [-2.05077, 3.84013, -0.35892], [-2.86343, -1.34445, 1.04612], [3.67853, 1.39778, -2.00977], [3.46338, 2.07806, -0.73848], [4.33145, 3.22341, -0.49237], [2.32325, 1.81974, -0.04908], [1.36666, 1.05737, -0.57599], [2.17137, 2.30503, 1.20247], [3.26793, 2.66707, 2.05921], [0.88587, 2.05079, 1.84893], [4.69553, 1.63279, -2.34949], [2.94958, 1.72194, -2.76289], [3.57836, 0.31550, -1.86386], [3.77937, 4.10713, -0.14494], [5.12560, 2.97581, 0.22907], [4.80876, 3.47496, -1.45111], [1.56227, 0.84985, -1.55773], [3.56803, 3.70741, 1.88882], [2.91098, 2.60338, 3.08657], [4.14310, 2.01383, 1.95734], [0.06221, 2.43911, 1.21333], [0.74992, 0.96074, 2.05285], [0.87729, 2.57929, 2.81359]], "forces_ev_per_angstrom": [[0.435, 1.678, -1.559], [-0.350, -1.348, 1.989], [0.071, 0.139, 0.043], [-0.369, -0.139, -0.203], [0.190, -0.223, -0.320], [-0.333, -0.174, 1.349], [0.030, -1.813, 0.377], [0.150, 0.470, -0.405], [-0.084, 0.809, -0.272], [-0.036, 0.214, -0.200], [-0.293, 0.317, -0.102], [0.160, 0.014, 0.082], [0.206, 0.034, 0.146], [0.083, -0.153, -0.034], [-0.062, -0.301, 0.062], [0.302, 0.261, -0.421], [-0.098, 0.238, -0.108], [-0.130, -0.178, 0.175], [-0.123, -0.078, 0.340], [-1.995, 0.710, -1.130], [0.606, -0.041, 0.289], [0.303, -0.249, -0.083], [0.242, 0.420, 0.035], [0.373, -0.335, 0.024], [-0.299, -0.054, -0.212], [0.349, -0.354, 0.591], [0.009, 0.288, -0.138], [0.327, -0.163, 0.118], [0.227, -0.253, 0.058], [-0.011, 0.115, 0.056], [-0.276, -0.112, 0.067], [-0.098, 0.011, -0.235], [0.718, 0.441, -0.346], [0.079, -0.254, 0.077], [-0.474, -0.062, 0.171], [0.560, 0.470, -0.036], [0.561, -0.203, -0.713], [-0.291, -0.312, -0.282], [-1.274, -0.468, -0.197], [0.704, 0.577, 0.748], [0.179, 0.441, -0.231], [-0.459, -0.250, 0.023], [0.225, 0.050, -0.076], [0.182, 0.163, -0.157], [0.114, -0.340, -0.190], [-0.237, 0.221, -0.328], [-0.206, 0.063, 0.467], [-0.021, 0.183, 0.457], [0.055, -0.311, 0.212], [0.204, -0.061, -0.035], [-0.324, 0.063, -0.059], [0.359, -0.194, 0.410], [0.044, 0.321, 0.111], [-0.207, -0.286, -0.403]], "de_lowest_ev": 0.000, "homo_energy_ev": [-13.5, -13.5], "charge": 2}

***

No. 2
{"formula": "C12H34CuN2O8P", "method": "ωB97M-V with the def2-TZVPD basis set", "elements": ["Cu", "P", "O", "O", "O", "O", "C", "C", "O", "H", "H", "H", "H", "H", "H", "C", "C", "O", "H", "H", "H", "H", "H", "H", "C", "C", "C", "O", "C", "N", "H", "H", "H", "H", "H", "H", "H", "H", "H", "H", "H", "C", "C", "C", "O", "C", "N", "H", "H", "H", "H", "H", "H", "H", "H", "H", "H", "H"], "xyz": [[-0.21289, 0.48804, -1.21698], [-2.06538, 0.39491, -3.16639], [-2.90818, -0.52508, -4.01396], [-2.36804, 0.35349, -1.60622], [-2.28596, 1.90417, -3.52578], [-0.52950, 0.06125, -3.28931], [-2.89572, -2.20148, 2.16763], [-3.22371, -1.69310, 0.75899], [-2.03212, -1.45305, 0.05270], [-3.05086, -1.44780, 2.94340], [-1.85690, -2.53462, 2.17864], [-3.51917, -3.06267, 2.43644], [-3.78508, -0.75095, 0.81115], [-3.82213, -2.43753, 0.21641], [-2.25011, -0.75323, -0.71825], [0.52103, 4.88040, -2.87028], [0.34147, 3.36358, -2.81085], [-0.73641, 2.99560, -2.00722], [-0.45791, 5.35538, -2.95140], [1.06813, 5.17385, -3.77840], [1.05377, 5.27770, -2.00084], [1.26146, 2.88769, -2.42870], [0.17040, 2.98403, -3.82670], [-1.51837, 2.58950, -2.67173], [-0.32031, 2.19631, 3.20064], [0.24447, 1.25820, 2.13766], [0.11040, -0.17828, 2.57519], [0.93776, -0.41453, 3.70663], [0.56587, -1.59348, 4.38091], [-0.40516, 1.39041, 0.83667], [-0.49643, 3.19980, 2.80974], [0.30451, 2.23400, 4.09814], [-1.28716, 1.83636, 3.57812], [1.30781, 1.48776, 2.00935], [0.31322, -0.87010, 1.74849], [-0.94315, -0.35950, 2.83910], [1.39690, -1.85010, 5.04506], [0.38185, -2.40682, 3.67765], [-0.28701, -1.39290, 5.04182], [-1.40455, 1.19126, 0.88130], [-0.37481, 2.37368, 0.57103], [3.09826, -0.88248, 0.20831], [2.67531, -0.90159, -1.24723], [1.64978, -1.95798, -1.54789], [2.13628, -3.23718, -1.15440], [1.12689, -4.20536, -1.22678], [2.06208, 0.38021, -1.57970], [3.53477, -1.84187, 0.48333], [2.21258, -0.72859, 0.83124], [3.80512, -0.07098, 0.39162], [3.61055, -1.06311, -1.81282], [1.40885, -1.95247, -2.61839], [0.71442, -1.72574, -1.01908], [0.90492, -4.51105, -2.25523], [0.19602, -3.85499, -0.76121], [1.44428, -5.07515, -0.64066], [2.63928, 1.16637, -1.30599], [1.83856, 0.50986, -2.56501]], "forces_ev_per_angstrom": [[-0.046, 0.372, -0.236], [0.137, 0.230, -0.777], [-0.225, -0.118, 0.252], [-0.068, -0.583, 0.671], [0.161, 0.308, -0.027], [0.273, 0.041, 0.586], [-0.335, -0.349, 0.019], [0.718, 0.249, -0.367], [-0.231, -0.183, 0.506], [0.159, 0.064, -0.027], [0.006, 0.046, 0.038], [0.001, 0.049, 0.029], [-0.303, -0.158, 0.021], [-0.219, 0.035, 0.104], [0.216, 0.124, -0.350], [0.188, 0.163, -0.405], [-0.630, -0.259, 0.122], [0.626, 0.698, 0.599], [-0.053, -0.053, 0.168], [0.173, -0.029, 0.150], [-0.126, 0.031, 0.049], [0.144, 0.117, -0.116], [0.095, -0.072, -0.011], [-0.272, -0.627, -0.358], [-0.371, -0.078, 0.569], [-0.090, -0.035, -0.084], [-0.461, -0.187, 0.060], [0.065, -0.080, -0.121], [0.509, 0.513, 0.409], [-0.186, 0.631, -0.032], [0.234, 0.032, 0.004], [0.210, 0.141, -0.194], [-0.035, -0.053, -0.318], [0.012, -0.065, -0.109], [0.195, 0.061, 0.070], [0.080, 0.050, 0.036], [0.020, -0.145, -0.163], [-0.181, -0.124, 0.097], [-0.289, -0.262, -0.296], [0.057, -0.308, -0.010], [0.050, -0.122, -0.442], [-0.519, -0.159, 0.205], [0.659, 0.569, -0.055], [-0.180, -0.356, -0.360], [0.190, 0.056, 0.104], [-0.331, -0.298, 0.442], [0.018, 0.388, -0.093], [0.133, 0.050, 0.023], [0.119, 0.090, 0.039], [0.070, -0.030, 0.054], [-0.268, -0.243, -0.258], [-0.115, 0.052, 0.050], [0.029, 0.029, 0.048], [0.022, 0.054, -0.033], [0.016, 0.139, -0.176], [0.160, 0.010, -0.224], [0.036, -0.077, 0.121], [-0.251, -0.338, 0.000]], "de_lowest_ev": 0.000, "homo_energy_ev": 0.4, "charge": -2}

***

No. 3
{"formula": "C12H34FO14PS7", "method": "ωB97M-V with the def2-TZVPD basis set", "elements": ["O", "P", "O", "O", "C", "S", "O", "O", "F", "C", "O", "S", "O", "O", "O", "H", "H", "H", "H", "C", "S", "O", "C", "H", "H", "H", "H", "H", "H", "C", "S", "O", "C", "H", "H", "H", "H", "H", "H", "C", "S", "O", "C", "H", "H", "H", "H", "H", "H", "C", "S", "O", "C", "H", "H", "H", "H", "H", "H", "C", "S", "O", "C", "H", "H", "H", "H", "H", "H"], "xyz": [[-4.00431, -1.15943, -4.62299], [-2.84423, -0.68980, -5.36879], [-2.82652, -0.89422, -6.94252], [-2.41883, 0.80169, -5.15403], [-1.33308, -1.58430, -4.76726], [0.21919, -0.73372, -5.23817], [0.49084, 0.25841, -4.26180], [1.19297, -1.65836, -5.68482], [-0.28445, 0.01264, -6.52620], [-1.37189, -1.81118, -3.25618], [-0.42712, -2.89396, -3.11671], [-0.81701, -3.97789, -4.19115], [0.34630, -4.63684, -4.64480], [-1.97074, -4.70025, -3.78774], [-1.31038, -2.89214, -5.31559], [-3.13801, -1.77345, -7.19643], [-2.15958, 1.38011, -5.88997], [-2.36720, -2.18955, -3.01485], [-1.12463, -0.97851, -2.61077], [-0.64031, -3.45766, 1.01686], [0.16998, -1.87951, 0.75344], [-0.11969, -1.48003, -0.65934], [1.84606, -2.51096, 0.78238], [-1.71352, -3.27838, 0.99790], [-0.35994, -4.14511, 0.21872], [-0.34800, -3.83758, 1.99529], [1.96093, -3.26272, 0.00159], [2.04040, -2.92261, 1.77221], [2.51019, -1.66971, 0.59573], [0.26172, 0.95390, 4.41892], [0.40649, -0.63557, 5.21846], [0.44352, -1.64835, 4.11451], [-1.27200, -0.68002, 5.86396], [1.19958, 1.14740, 3.90224], [-0.55847, 0.92825, 3.70600], [0.09514, 1.72919, 5.16631], [-1.97464, -0.60244, 5.03458], [-1.40812, 0.14233, 6.56617], [-1.39920, -1.63089, 6.37767], [-2.77390, 0.97558, 0.53993], [-1.17153, 1.67813, 0.94018], [-1.35575, 2.46834, 2.19223], [-1.13942, 2.86958, -0.40330], [-2.99516, 0.22806, 1.29947], [-3.52391, 1.76579, 0.55832], [-2.72296, 0.49953, -0.43910], [-2.00270, 3.52842, -0.31340], [-1.14412, 2.34119, -1.35705], [-0.21880, 3.44064, -0.30295], [0.12079, 5.26932, -6.01750], [0.36475, 3.54349, -6.44600], [-0.78824, 2.80469, -5.85453], [1.76737, 3.25410, -5.36705], [-0.76258, 5.61219, -6.55182], [-0.03531, 5.35130, -4.94226], [0.99064, 5.84562, -6.33179], [1.47748, 3.46745, -4.33864], [2.59637, 3.88633, -5.68438], [2.03944, 2.20521, -5.45944], [4.32895, 0.85882, 9.24518], [3.80372, -0.06144, 7.79268], [2.62682, 0.65357, 7.23696], [3.15487, -1.48260, 8.68027], [4.71916, 1.81251, 8.89621], [3.46823, 1.02184, 9.89330], [5.11213, 0.30636, 9.76412], [2.37904, -1.14628, 9.36762], [3.96294, -1.98302, 9.21369], [2.73023, -2.15352, 7.93621]], "forces_ev_per_angstrom": [[-0.032, -0.091, -0.050], [0.270, 0.412, 0.130], [-0.080, -0.063, 0.094], [-0.742, -0.346, 0.066], [-0.184, 0.003, -0.103], [0.023, -0.101, 0.292], [0.105, 0.124, -0.083], [0.001, -0.021, -0.013], [0.322, -0.067, -0.135], [-0.341, -0.248, -0.102], [0.110, 0.013, 0.210], [-0.071, -0.057, -0.113], [-0.008, 0.002, 0.026], [0.064, 0.024, -0.037], [0.051, 0.069, -0.080], [-0.075, 0.023, -0.062], [0.422, 0.188, 0.082], [-0.031, 0.131, 0.053], [0.446, -0.094, -0.069], [0.013, -0.028, 0.006], [-0.116, 0.251, 0.192], [-0.061, 0.017, -0.048], [0.024, -0.005, -0.007], [0.001, -0.001, -0.008], [0.000, 0.004, -0.004], [-0.016, 0.017, 0.008], [-0.004, 0.002, -0.003], [0.001, 0.025, 0.008], [-0.001, -0.001, -0.006], [0.051, 0.069, 0.067], [-0.014, -0.252, -0.072], [-0.003, -0.104, -0.049], [-0.004, 0.042, 0.028], [0.009, -0.024, 0.013], [0.006, 0.035, 0.010], [0.026, -0.014, 0.012], [0.013, 0.007, -0.016], [-0.007, -0.012, 0.008], [-0.001, -0.002, -0.010], [0.007, -0.051, -0.047], [0.083, 0.008, -0.027], [-0.104, 0.039, -0.036], [0.004, -0.036, -0.074], [0.000, 0.003, 0.004], [0.005, 0.004, 0.012], [0.004, -0.016, 0.013], [0.000, -0.001, 0.011], [0.011, 0.003, -0.004], [-0.003, 0.005, 0.014], [-0.003, -0.004, 0.019], [0.052, 0.016, -0.129], [-0.173, 0.063, -0.028], [-0.035, -0.035, 0.041], [0.002, -0.003, -0.001], [-0.008, -0.011, -0.002], [-0.006, -0.004, -0.003], [-0.010, -0.006, -0.003], [-0.006, -0.004, -0.009], [-0.005, 0.001, 0.008], [0.001, -0.007, 0.021], [0.013, -0.028, -0.032], [0.007, 0.151, 0.031], [0.016, -0.024, 0.009], [-0.004, -0.001, -0.001], [-0.004, 0.002, -0.007], [0.002, 0.005, 0.001], [-0.004, 0.006, -0.006], [-0.006, -0.006, -0.003], [-0.005, 0.005, -0.002]], "homo_energy_ev": -8.4}

***

No. 4
{"formula": "C12H34IN2O6", "method": "ωB97M-V with the def2-TZVPD basis set", "elements": ["I", "C", "C", "C", "O", "C", "N", "H", "H", "H", "H", "H", "H", "H", "H", "H", "H", "H", "C", "C", "C", "O", "C", "N", "H", "H", "H", "H", "H", "H", "H", "H", "H", "H", "H", "C", "C", "O", "O", "H", "H", "H", "H", "H", "H", "C", "C", "O", "O", "H", "H", "H", "H", "H", "H"], "xyz": [[-0.49958, 1.55708, -2.19876], [-2.89638, -1.64574, 0.25494], [-2.56753, -2.69230, -0.77905], [-3.80501, -3.02645, -1.63401], [-3.76194, -4.23089, -2.42210], [-5.07192, -4.25534, -3.10561], [-1.30637, -2.19325, -1.43206], [-2.99795, -0.67685, -0.23397], [-2.10215, -1.63661, 1.00140], [-3.87808, -1.75227, 0.71649], [-2.15923, -3.53725, -0.22458], [-4.07907, -2.14133, -2.20807], [-4.53669, -3.19303, -0.84344], [-5.69379, -5.09210, -2.78745], [-4.96717, -4.46077, -4.17094], [-5.79178, -3.44400, -2.99774], [-0.59559, -2.16807, -0.71494], [-1.37105, -1.24106, -1.76260], [5.35501, 1.04772, -0.94679], [3.86278, 1.07477, -1.12686], [3.44107, 2.21195, -0.12087], [3.75918, 1.97254, 1.21402], [3.44336, 3.01164, 2.08411], [3.42365, 1.32234, -2.41483], [5.81321, 2.02599, -1.09220], [5.92481, 0.31234, -1.51481], [5.64463, 0.69860, 0.04434], [3.45987, 0.10188, -0.84535], [2.36287, 2.36995, -0.09624], [3.90089, 3.16596, -0.37882], [3.89833, 2.87236, 3.06478], [2.36367, 2.98093, 2.23051], [3.74039, 4.01146, 1.76752], [2.43405, 1.30639, -2.21352], [3.72210, 0.52697, -2.96110], [-1.35087, 2.32985, 1.41885], [-2.40464, 3.32941, 0.81887], [-3.15495, 2.85838, -0.33920], [0.06821, 2.54747, 1.11463], [-1.54059, 1.27622, 1.21400], [-1.57066, 2.59377, 2.45333], [-1.95509, 4.29721, 0.59665], [-3.13979, 3.51301, 1.60242], [-2.48733, 2.60311, -0.98008], [0.11479, 2.33738, 0.17906], [1.07543, -0.55033, 1.69079], [1.08653, -1.68861, 2.68234], [-0.09348, -2.41730, 2.95572], [0.77561, -1.09978, 0.40755], [2.06359, -0.09541, 1.62228], [0.31984, 0.18281, 1.97308], [1.39733, -1.26489, 3.63731], [1.81323, -2.42899, 2.34791], [0.11504, -3.07555, 3.62267], [0.39911, -0.43129, -0.16948]], "forces_ev_per_angstrom": [[0.181, -0.114, 0.056], [-1.116, 0.562, 0.149], [2.031, 0.509, -0.365], [1.276, -0.301, 1.319], [-2.224, 1.564, -0.815], [0.385, -1.553, -0.207], [-0.817, -1.138, -0.750], [0.431, 0.247, -0.026], [-0.168, 0.236, 0.044], [-0.058, -0.446, 0.473], [-0.704, -0.648, -0.202], [-0.017, -0.043, -0.298], [-0.584, 0.128, -0.123], [0.361, -0.472, 0.591], [0.528, 0.352, -0.099], [0.849, 0.764, 0.298], [0.087, -0.177, 0.053], [-0.351, 0.254, -0.146], [1.486, -0.832, 0.246], [1.856, 0.195, 3.928], [-1.442, 0.085, -0.511], [1.805, -1.324, 0.681], [-0.945, 0.013, 0.495], [-0.433, 1.313, -1.292], [-0.059, 0.065, -0.168], [-0.312, 0.003, -0.882], [-0.422, 0.413, 0.436], [-0.082, -0.125, 1.054], [-0.377, 0.035, -0.761], [0.164, 0.086, -0.690], [0.243, -0.443, -0.118], [-0.270, 0.466, 0.076], [0.111, 0.082, -0.527], [-0.842, -0.045, -1.559], [-0.531, -0.012, -0.436], [0.274, 1.287, -0.191], [-0.224, -1.144, -1.315], [0.327, 0.617, 1.581], [-1.779, 0.413, 1.003], [-0.649, 0.112, -0.002], [1.089, -0.696, 0.514], [0.401, 0.008, -0.006], [-0.207, -0.142, -0.106], [0.335, -0.265, -0.574], [0.224, -0.110, -0.810], [-1.201, -0.812, -0.673], [1.256, -0.344, 0.787], [-1.233, 0.406, -0.636], [0.111, -0.335, 0.253], [0.078, 0.154, 0.546], [0.148, 0.195, 0.026], [0.527, 0.192, 0.091], [0.489, 0.160, -0.084], [0.065, 0.079, -0.083], [-0.071, 0.529, -0.246]], "de_lowest_ev": 1.982, "homo_energy_ev": -5.1, "charge": -1}

***

no.,molar mass (g mol⁻¹)
1,653.71
2,428.93
3,676.83
4,429.32